Density functional theory data (ωB97M-V/def2-TZVPD) for 2 unconnected molecules or ions with the total composition C2HClF2S in a non-equilibrium geometry.

2S+1 ... 1
Charge ... 0
Max |F| ... 0.0530 hartree/bohr
Electronic energy ... -30880.375 eV
Structure (SMILES) ... FC(F)=C=S.Cl

Geometry (Å):
C  -0.327  -0.803  0.560
C  -0.503  -0.713  -0.758
F  0.410  -0.312  -1.669
F  -1.587  -1.133  -1.385
S  -0.513  -0.679  2.074
Cl  1.815  1.555  0.380
H  0.704  2.084  0.797